1.
2 unconnected molecules or ions with the total composition C9H19N4, computed with ωB97M-V/def2-TZVPD.

The HOMO energy (spin up / spin down) is -0.3831 / -0.3832 hartree. For the energy above the lowest of the compared OMol25 structures with the same formula, charge and spin, the calculation gives 397.0 kJ/mol. The multiplicity is 1. For the HOMO-LUMO gap (spin up / spin down), the calculation gives 5.10 / 5.10 eV. Its net charge is +1.

Cartesian coordinates (Å):
C (3.0376, 0.0251, -0.2281)
C (2.6089, 0.7273, 0.9175)
C (2.3547, 0.2710, -1.5263)
C (0.9710, 0.8498, -1.5692)
C (-0.0426, -0.1079, -1.2062)
C (-1.0445, -0.0665, -0.3030)
C (-3.1979, 1.3616, 0.2594)
C (-1.1887, 1.5875, 1.6687)
C (-1.6235, 1.3336, 0.2302)
N (4.0314, -0.6901, 0.0302)
N (2.4563, 1.4538, 1.8026)
N (-0.5742, -3.9004, -0.0150)
N (-1.6693, -1.1483, 0.0641)
H (3.0048, 0.9048, -2.2401)
H (2.3064, -0.6819, -2.0595)
H (0.9306, 1.8428, -1.0072)
H (0.8990, 1.1380, -2.6594)
H (0.2086, -1.0291, -1.5078)
H (-3.5912, 0.6904, 1.0942)
H (-3.6979, 1.0768, -0.6775)
H (-3.3856, 2.3170, 0.6458)
H (-1.8186, 2.3212, 2.2542)
H (-0.0792, 1.9346, 1.8327)
H (-1.0383, 0.5886, 2.1936)
H (-1.3143, 1.9948, -0.5051)
H (4.5855, -1.1108, -0.6573)
H (2.0494, 1.9838, 2.4858)
H (-1.4031, -4.3525, 0.2706)
H (-0.2520, -4.2005, -0.9746)
H (0.2802, -4.0355, 0.6010)
H (-2.5077, -1.0109, 0.7179)
H (-1.2956, -2.0681, 0.0678)

***

2.
A single C9H19N5O molecule, computed with ωB97M-V/def2-TZVPD.

The HOMO energy is -0.3148 hartree. For the energy above the lowest of the compared OMol25 structures with the same formula, charge and spin, the calculation gives 61.5 kJ/mol. The multiplicity is 1. For the HOMO-LUMO gap, the calculation gives 8.73 eV. Its SMILES is CCCN(CCC)N1N=NC(=O)CN1C. Its net charge is 0.

Cartesian coordinates (Å):
C (-4.2850, 0.1223, -0.4096)
C (-3.4707, -0.9879, 0.3961)
C (2.3197, 3.2821, -0.2803)
C (0.7977, -3.2663, -0.8576)
C (-2.2170, 0.4769, 2.0282)
C (1.6809, 1.8848, -0.1663)
C (-0.0472, -2.1135, -0.3988)
C (0.3826, 1.6165, -0.7785)
C (0.5176, -0.7984, -0.9031)
N (-3.5500, 0.7183, -1.3548)
N (-2.2765, 0.5682, -1.3643)
N (-2.2356, -0.3203, 0.8329)
N (-1.6028, 0.3614, -0.2742)
N (-0.1675, 0.3332, -0.2242)
O (-5.3941, 0.4413, 0.0239)
H (-4.0852, -1.0593, 1.2883)
H (-3.2187, -1.8586, -0.3122)
H (2.1944, 3.9261, 0.6379)
H (3.4412, 3.1529, -0.5030)
H (1.9376, 3.9084, -1.1850)
H (1.0138, -3.9695, 0.0067)
H (0.3193, -3.7673, -1.7927)
H (1.7674, -2.8717, -1.2910)
H (-1.6089, -0.1283, 2.7609)
H (-1.6724, 1.4567, 2.0547)
H (-3.2524, 0.7088, 2.4978)
H (1.6687, 1.7019, 0.9134)
H (2.2419, 1.0435, -0.4977)
H (0.0531, -2.0817, 0.7083)
H (-1.0845, -2.1899, -0.8456)
H (-0.3333, 2.3982, -0.4739)
H (0.3837, 1.5163, -1.8195)
H (1.5299, -0.8521, -0.6395)
H (0.3407, -0.7132, -2.0245)

***

3.
A molecular structure, C9H19N5O3, computed with ωB97M-V/def2-TZVPD.

The HOMO energy is -0.3258 hartree. For the energy above the lowest of the compared OMol25 structures with the same formula, charge and spin, the calculation gives 1059.5 kJ/mol. The multiplicity is 1. For the HOMO-LUMO gap, the calculation gives 7.21 eV. Its net charge is 0.

Cartesian coordinates (Å):
C (-1.0578, 0.1276, -1.2922)
C (-0.3204, -1.1627, -0.5551)
C (-1.9403, 0.7735, -0.3068)
C (-1.6350, 2.1288, 0.5575)
C (-0.3028, 2.0840, 1.2821)
C (1.0330, 3.6096, 2.3690)
C (1.0043, -3.1301, -1.0357)
C (1.9517, -3.5000, -2.2962)
C (0.2981, -4.4216, -0.3444)
H (-2.8818, -0.4895, -2.0387)
H (-1.7946, 0.6156, -3.0538)
H (-0.2549, 0.9218, -1.6676)
H (-2.9283, 1.1175, -0.6669)
H (-1.9742, 0.0713, 0.4218)
H (-2.7104, 2.3211, 1.1390)
H (-1.6045, 2.7795, -0.2701)
H (0.4131, 2.3026, 0.4007)
H (0.0433, 1.0575, 1.8359)
H (-0.9013, 2.8361, 3.1816)
H (2.9170, 3.0606, 2.2650)
H (0.1870, 5.1475, 3.2415)
H (2.0113, 5.3106, 3.3112)
H (-0.1789, -2.1019, -2.3607)
H (1.5372, -2.6916, -0.1024)
H (-0.1523, -4.8403, -1.3203)
H (1.2878, -4.8373, 0.1451)
H (-0.5534, -4.1138, 0.2681)
H (2.7116, -5.5712, -1.4825)
N (-1.7894, -0.2648, -2.4587)
N (-0.2299, 3.3037, 2.1378)
N (1.9662, 2.7291, 2.2317)
N (1.0220, 4.9585, 2.8831)
N (0.0918, -2.1295, -1.4272)
O (-0.0836, -0.8419, 0.7186)
O (1.9245, -2.8239, -3.3137)
O (2.8940, -4.3367, -2.3967)

***

4.
A molecular structure, C9H19N5O3S, computed with ωB97M-V/def2-TZVPD.

The HOMO energy is -0.3205 hartree. For the energy above the lowest of the compared OMol25 structures with the same formula, charge and spin, the calculation gives 1026.6 kJ/mol. The multiplicity is 1. For the HOMO-LUMO gap, the calculation gives 8.11 eV. Its net charge is 0.

Cartesian coordinates (Å):
C (-4.0449, -0.1101, -0.7048)
C (-2.6120, -0.8500, -0.4404)
C (-4.4511, 0.6427, 0.4922)
C (-0.3038, -0.8435, -0.3773)
C (-0.2856, -1.0094, 1.2079)
C (0.8760, 0.1172, -0.6504)
C (2.2098, -0.5327, 0.0200)
C (3.4082, 0.3580, -0.5366)
C (5.7102, 0.5942, -0.2355)
H (-5.0940, -1.8246, -0.9862)
H (-4.2390, -1.0769, -2.4923)
H (-3.5054, 0.5111, -1.6668)
H (-5.6253, 0.4359, 0.6287)
H (-4.1268, 0.2395, 1.3829)
H (-3.7384, 2.5833, -1.2977)
H (-1.6177, 0.7026, -0.1636)
H (0.0515, -1.8922, -0.8695)
H (1.1206, 0.2309, -1.8380)
H (0.7718, 1.0371, -0.0611)
H (2.2252, -0.2777, 1.2008)
H (2.4689, -1.6660, -0.2137)
H (3.5400, 1.5163, -0.2251)
H (3.2766, 0.5154, -1.7284)
H (4.5455, -1.3872, 0.1273)
H (6.7789, 2.0513, -0.6575)
H (7.7435, 0.4364, 0.5372)
H (6.9577, -1.1165, -0.4719)
H (-0.8275, -0.2877, 2.7037)
N (-4.9198, -0.9479, -1.5828)
N (-1.5210, -0.2128, -0.6632)
N (4.5378, -0.3486, -0.4074)
N (5.7103, 1.7334, -0.7492)
N (6.7595, -0.1204, 0.4575)
O (-2.7340, -2.1190, -0.4772)
O (0.3485, -1.9423, 1.7968)
O (-1.0690, -0.1362, 1.8419)
S (-3.7549, 2.6202, 0.5478)

***

5.
A molecular structure, C9H19NNiO2, computed with ωB97M-V/def2-TZVPD.

The HOMO energy (spin up / spin down) is -0.6614 / -0.6613 hartree. For the energy above the lowest of the compared OMol25 structures with the same formula, charge and spin, the calculation gives 304.7 kJ/mol. The multiplicity is 3. For the HOMO-LUMO gap (spin up / spin down), the calculation gives 7.96 / 6.65 eV. Its expectation value of S² is 2.011. Its net charge is +2.

Cartesian coordinates (Å):
C (1.9811, -0.7161, 1.5245)
C (0.6188, -0.8411, 0.9245)
C (-0.3519, 0.1176, 1.7405)
C (-1.7362, 0.3120, 1.0751)
C (-1.5168, 0.9834, -0.2628)
C (-0.5962, 0.2354, -1.3100)
N (0.6384, -0.3317, -0.5526)
O (1.6689, -0.4913, -1.3117)
C (-0.0230, 1.2376, -2.3548)
C (-1.4078, -0.9891, -1.8746)
C (0.0459, -2.2420, 0.9738)
H (2.6320, -1.4661, 1.0757)
H (1.9589, -0.7376, 2.6134)
H (2.3932, 0.2802, 1.3536)
H (0.1383, 1.0827, 1.8948)
H (-0.5746, -0.1213, 2.7812)
H (-2.2950, 0.9660, 1.7441)
H (-2.2797, -0.6273, 0.9796)
H (-1.1139, 1.9816, -0.0783)
H (-2.4252, 1.2024, -0.8255)
H (-0.9018, 1.7321, -2.7676)
H (0.5198, 0.7122, -3.1383)
H (0.6393, 1.9636, -1.8866)
H (-2.0520, -1.4597, -1.1332)
H (-0.9038, -1.6246, -2.6004)
H (-2.2080, -0.5317, -2.4626)
H (0.1901, -2.6921, 1.9574)
H (0.7034, -2.8508, 0.3513)
H (-1.0287, -2.2973, 0.8176)
Ni (3.8883, 2.4609, -0.3398)
O (2.0591, 2.3704, 0.2190)
H (1.3391, 2.3820, 0.8728)

***

6.
A single C9H19NO4Si molecule, computed with ωB97M-V/def2-TZVPD.

The HOMO energy is -0.3862 hartree. For the energy above the lowest of the compared OMol25 structures with the same formula, charge and spin, the calculation gives 243.5 kJ/mol. The multiplicity is 1. For the HOMO-LUMO gap, the calculation gives 11.22 eV. Its SMILES is CCO[Si](CCOC#N)(OCC)OCC. Its net charge is 0.

Cartesian coordinates (Å):
N (-5.3770, 1.7939, 0.6551)
C (-4.2485, 1.9369, 0.5383)
O (-2.9817, 1.8831, 0.6295)
O (0.3942, 1.3473, 0.7224)
O (0.3510, -1.3668, 1.2409)
O (0.9976, -0.4460, -1.2749)
C (-0.3899, 3.5575, 0.1618)
C (0.7312, -3.5514, 2.0816)
C (2.9164, -0.8452, -2.5469)
C (0.4775, 2.3690, -0.3063)
C (0.4220, -2.6874, 0.8554)
C (2.3793, -0.3720, -1.1841)
C (-2.3964, 0.5650, 0.9098)
C (-1.6754, -0.0430, -0.2968)
Si (0.1230, -0.1415, 0.1455)
H (-0.1335, 4.0318, 1.0614)
H (-0.5053, 4.3612, -0.5763)
H (-1.4598, 3.1858, 0.2633)
H (-0.1983, -3.9978, 2.4863)
H (1.3374, -4.4058, 1.7289)
H (1.2633, -3.0244, 2.8466)
H (4.0061, -0.6099, -2.7723)
H (2.6405, -1.8831, -2.7414)
H (2.3165, -0.2798, -3.2867)
H (0.0503, 1.9717, -1.2862)
H (1.5401, 2.6665, -0.4494)
H (-0.5085, -3.0656, 0.3864)
H (1.1352, -2.6233, 0.0010)
H (2.6638, 0.6451, -0.8115)
H (2.6989, -1.0913, -0.4465)
H (-3.1480, -0.1330, 1.2700)
H (-1.5951, 0.7191, 1.7183)
H (-1.8282, 0.5714, -1.1495)
H (-1.9986, -1.0380, -0.5737)

***

| no. | maximum force (Eh/bohr) | E_tot (Eh) |
| --- | --- | --- |
| 1 | 0.105 | -572.962443 |
| 2 | 0.073 | -703.138462 |
| 3 | 0.179 | -853.501833 |
| 4 | 0.189 | -1251.685441 |
| 5 | 0.132 | -2067.009342 |
| 6 | 0.063 | -999.577960 |